# 1
Formula: C34H43BaN10S
Source: OMol25
Level of theory: ωB97M-V with the def2-TZVPD basis set

Results
Gap between HOMO and LUMO in hartree: 0.2697
Molar mass in g mol⁻¹: 761.18
Charge: +1
Relative energy (zero: lowest compared OMol25 entry of this formula, charge and spin) in eV: 0.797
E_HOMO in eV: -9.690

Last column: Mulliken charge in e.
Element x y z (Å)
Ba: -0.57 0.47 1.24  1.289
C: -4.07 2.11 0.19  -0.749
C: -3.24 3.31 -0.30  -1.043
N: -1.82 3.00 -0.27  0.382
C: -0.94 4.12 0.06  -0.691
C: -1.12 4.64 1.49  -0.817
S: -1.34 3.39 2.80  0.085
C: -3.16 3.33 2.97  -0.663
C: -3.81 1.99 2.65  -1.000
N: -3.49 1.44 1.34  0.438
H: -4.10 1.38 -0.62  0.209
H: -5.10 2.46 0.39  0.318
H: -3.44 4.17 0.33  0.345
H: -3.59 3.58 -1.31  0.446
H: -1.53 2.62 -1.16  0.004
H: -1.08 4.98 -0.61  0.334
H: 0.08 3.76 -0.06  0.252
H: -1.96 5.33 1.58  0.426
H: -0.22 5.19 1.77  0.497
H: -3.56 4.13 2.35  0.284
H: -3.37 3.57 4.01  0.544
H: -4.90 2.13 2.77  0.389
H: -3.48 1.26 3.40  0.364
H: -3.84 0.49 1.35  0.120
C: 3.22 1.22 4.11  -1.000
C: 3.07 0.31 5.14  -0.435
C: 1.93 -0.46 5.19  -0.884
C: 0.93 -0.30 4.22  0.186
N: 1.10 0.56 3.21  0.361
C: 2.21 1.29 3.17  -0.451
C: -0.32 -1.08 4.28  1.122
C: -0.67 -1.72 5.47  -0.868
C: -1.78 -2.54 5.55  -0.727
C: -2.57 -2.70 4.43  -0.805
C: -2.27 -2.01 3.26  -0.474
C: -1.15 -1.19 3.14  -0.144
H: 4.08 1.85 4.04  0.442
H: 3.84 0.20 5.89  0.435
H: 1.83 -1.20 5.97  0.360
H: 2.29 1.97 2.32  0.619
H: -0.08 -1.57 6.36  0.314
H: -2.02 -3.04 6.47  0.398
H: -3.43 -3.36 4.46  0.417
H: -2.94 -2.12 2.42  0.300
C: -0.73 -2.40 -1.70  -0.815
N: -1.73 -1.35 -1.46  0.618
C: -2.00 -0.69 -2.75  -0.852
N: -2.46 -1.63 -3.77  0.118
C: -1.44 -2.66 -3.95  -0.687
N: -1.17 -3.36 -2.70  0.092
C: -2.41 -3.97 -2.24  -0.700
N: -3.45 -2.97 -2.03  0.130
C: -2.98 -2.01 -1.04  -0.745
C: -3.68 -2.26 -3.28  -0.716
H: -0.53 -2.92 -0.76  0.363
H: 0.20 -1.93 -2.05  0.264
H: -1.07 -0.21 -3.10  0.273
H: -2.77 0.07 -2.61  0.182
H: -0.52 -2.20 -4.31  0.280
H: -1.81 -3.38 -4.68  0.363
H: -2.23 -4.51 -1.30  0.329
H: -2.76 -4.68 -2.99  0.350
H: -2.79 -2.53 -0.10  0.291
H: -3.75 -1.25 -0.89  0.184
H: -4.44 -1.50 -3.13  0.364
H: -4.03 -2.98 -4.03  0.342
C: 2.62 1.65 -3.18  -1.181
C: 1.54 1.45 -2.34  -0.361
N: 1.65 0.95 -1.11  0.395
C: 2.86 0.61 -0.69  -0.629
C: 4.01 0.76 -1.45  0.209
C: 3.88 1.31 -2.72  -0.012
C: 5.32 0.39 -0.90  -0.917
C: 6.19 -0.44 -1.48  -0.645
C: 5.96 -1.19 -2.70  0.881
C: 7.03 -1.75 -3.41  -0.662
C: 6.72 -2.43 -4.58  -0.185
N: 5.47 -2.56 -5.00  -0.565
C: 4.53 -2.02 -4.25  -0.131
N: 4.71 -1.34 -3.13  -0.316
H: 2.48 2.07 -4.16  0.456
H: 0.53 1.71 -2.65  0.473
H: 2.91 0.18 0.31  0.634
H: 4.75 1.47 -3.34  0.519
H: 5.57 0.84 0.05  0.481
H: 7.15 -0.61 -1.01  0.369
H: 8.04 -1.66 -3.06  0.392
H: 7.48 -2.87 -5.20  0.408
H: 3.51 -2.14 -4.58  0.428

***

# 2
Formula: C34H44AsCl2N6OSTi
Source: OMol25
Level of theory: ωB97M-V with the def2-TZVPD basis set

Results
Gap between HOMO and LUMO in hartree: 0.2738
Molar mass in g mol⁻¹: 778.53
Charge: +1
Relative energy (zero: lowest compared OMol25 entry of this formula, charge and spin) in eV: 0.410
E_HOMO in eV: -9.694

Last column: Mulliken charge in e.
Element x y z (Å)
Ti: 0.24 0.59 -0.48  0.571
S: -0.71 2.10 1.20  -0.419
C: -0.14 1.72 2.81  0.711
C: -0.13 2.74 3.77  -1.055
C: 0.19 2.47 5.09  -0.720
C: 0.52 1.17 5.47  -0.957
C: 0.53 0.16 4.53  -0.499
C: 0.22 0.42 3.19  -0.265
As: 0.17 -1.05 1.89  1.402
C: 1.77 -2.03 2.52  0.512
C: 1.86 -3.41 2.29  -0.717
C: 2.99 -4.12 2.68  -0.938
C: 4.05 -3.46 3.28  -0.637
C: 3.97 -2.10 3.52  -0.905
C: 2.84 -1.39 3.13  -0.407
C: -1.22 -2.01 2.89  0.616
C: -0.96 -3.00 3.84  -0.294
C: -2.00 -3.54 4.59  -0.778
C: -3.30 -3.09 4.41  -0.560
C: -3.56 -2.08 3.49  -0.899
C: -2.52 -1.55 2.73  -0.725
H: -0.41 3.74 3.46  0.533
H: 0.17 3.27 5.82  0.403
H: 0.76 0.95 6.50  0.444
H: 0.76 -0.85 4.83  0.487
H: 1.03 -3.93 1.83  0.587
H: 3.03 -5.18 2.50  0.443
H: 4.93 -4.02 3.58  0.424
H: 4.79 -1.59 4.01  0.444
H: 2.80 -0.33 3.35  0.384
H: 0.05 -3.35 4.01  0.394
H: -1.79 -4.31 5.32  0.438
H: -4.11 -3.51 4.99  0.385
H: -4.56 -1.71 3.36  0.450
H: -2.71 -0.74 2.04  0.764
N: 2.28 0.61 0.67  -0.239
C: 3.25 1.59 0.15  -0.529
C: 2.46 2.86 -0.11  -0.954
N: 1.35 2.50 -1.00  0.013
H: 2.05 0.87 1.63  -0.114
H: 2.69 -0.32 0.69  0.160
H: 3.65 1.21 -0.79  0.362
H: 4.07 1.77 0.84  0.482
H: 3.10 3.63 -0.53  0.473
H: 2.04 3.22 0.84  0.346
H: 1.73 2.31 -1.92  -0.304
H: 0.68 3.25 -1.06  0.405
C: -3.39 2.18 -0.89  -0.939
N: -2.88 2.83 -2.09  0.201
C: -3.36 4.19 -2.27  -1.231
C: -1.78 2.36 -2.73  0.256
N: -0.97 1.48 -2.19  0.490
N: -1.58 2.87 -3.99  0.105
C: -2.68 2.94 -4.94  -1.229
C: -0.28 2.74 -4.62  -0.979
H: -3.01 2.64 0.02  0.277
H: -3.12 1.13 -0.90  -0.034
H: -4.48 2.28 -0.90  0.468
H: -3.29 4.73 -1.33  0.363
H: -4.41 4.18 -2.57  0.354
H: -2.78 4.71 -3.02  0.414
H: -0.33 1.12 -2.89  -0.328
H: -3.63 2.76 -4.45  0.397
H: -2.55 2.20 -5.73  0.380
H: -2.72 3.93 -5.42  0.331
H: 0.51 2.91 -3.90  0.257
H: -0.21 3.51 -5.40  0.379
H: -0.13 1.77 -5.09  0.336
Cl: 2.68 1.30 -3.64  -0.262
C: 2.69 -0.44 -3.51  0.870
C: 3.42 -1.19 -4.41  -0.618
C: 3.43 -2.57 -4.30  -0.518
C: 2.73 -3.19 -3.28  -0.588
C: 2.00 -2.43 -2.39  0.723
Cl: 1.07 -3.17 -1.13  -0.122
C: 1.93 -1.00 -2.46  -1.312
N: 1.17 -0.26 -1.64  0.514
H: 3.96 -0.71 -5.21  0.474
H: 4.00 -3.16 -5.00  0.405
H: 2.74 -4.27 -3.18  0.480
C: -3.30 -2.17 -0.82  -1.506
C: -2.06 -1.46 -1.27  0.681
C: -1.57 -1.79 -2.64  -0.986
O: -1.49 -0.68 -0.52  0.986
H: -3.12 -3.25 -0.83  0.423
H: -4.12 -1.97 -1.51  0.401
H: -3.58 -1.87 0.19  0.199
H: -2.38 -1.70 -3.37  0.488
H: -1.24 -2.82 -2.65  0.368
H: -0.74 -1.14 -2.91  -0.088